(1)
C39H53GeN6O4S2V as an isolated structure, computed with the ωB97M-V functional and the def2-TZVPD basis.

```
! wB97M-V def2-TZVPD RIJCOSX def2/J DEFGRID3
* xyz 2 3
V 0.852 0.261 0.485
C 1.934 0.563 -3.042
C 2.720 1.370 -2.031
C 2.919 2.798 -2.538
C 4.073 0.729 -1.767
O 1.948 1.437 -0.771
Ge 2.282 2.875 0.513
O 0.583 3.358 0.519
C 0.003 4.580 1.053
C 1.100 5.561 1.456
C -0.871 5.188 -0.026
C -0.842 4.230 2.273
O 1.537 0.879 1.908
C 2.037 0.647 3.292
C 2.577 -0.772 3.400
C 0.868 0.815 4.248
C 3.129 1.643 3.622
H 2.550 0.402 -3.929
H 1.021 1.085 -3.343
H 1.650 -0.405 -2.637
H 3.184 2.797 -3.597
H 3.717 3.304 -1.985
H 1.992 3.372 -2.422
H 4.724 0.861 -2.635
H 3.969 -0.339 -1.574
H 4.555 1.201 -0.906
H 1.763 5.771 0.610
H 1.703 5.163 2.280
H 0.660 6.505 1.782
H -0.267 5.509 -0.882
H -1.397 6.058 0.377
H -1.612 4.461 -0.374
H -0.306 3.520 2.905
H -1.798 3.785 1.980
H -1.052 5.125 2.862
H 1.890 -1.479 2.931
H 2.681 -1.042 4.451
H 3.561 -0.858 2.930
H 0.113 0.041 4.081
H 0.404 1.795 4.122
H 1.224 0.737 5.277
H 3.955 1.572 2.912
H 3.513 1.434 4.619
H 2.743 2.666 3.612
C -5.159 -2.031 -0.016
N -4.985 -0.645 -0.439
C -5.966 0.345 -0.381
C -5.454 1.449 -0.922
N -4.138 1.150 -1.311
C -3.843 -0.172 -1.017
S -2.463 -1.078 -1.316
C -3.289 2.109 -1.953
C -3.844 2.922 -2.928
C -3.029 3.853 -3.546
C -1.698 3.934 -3.173
C -1.250 3.086 -2.178
N -2.028 2.187 -1.562
H -6.030 -2.092 0.633
H -4.270 -2.362 0.514
H -5.304 -2.677 -0.880
H -6.940 0.169 0.051
H -5.884 2.430 -1.056
H -4.885 2.815 -3.208
H -3.428 4.499 -4.321
H -1.030 4.650 -3.638
H -0.225 3.133 -1.820
S -3.103 0.849 2.311
C -1.746 0.944 1.300
N -0.980 -0.115 1.278
C -1.481 -1.132 2.103
C -0.918 -2.391 2.305
C -1.523 -3.243 3.205
C -2.692 -2.865 3.884
C -3.274 -1.633 3.666
C -2.650 -0.768 2.765
H -1.559 1.805 0.663
H -0.030 -2.679 1.755
H -1.085 -4.216 3.401
H -3.146 -3.553 4.590
H -4.181 -1.341 4.183
C 2.832 -5.591 -1.342
N 2.729 -4.176 -0.958
N 1.592 -3.432 -1.132
C 1.758 -2.247 -0.520
O 0.850 -1.312 -0.524
C 3.030 -2.250 0.059
C 3.604 -3.467 -0.239
C 4.949 -3.999 0.124
C 0.498 -3.864 -1.961
C 0.755 -4.309 -3.251
C -0.291 -4.799 -4.017
C -1.583 -4.818 -3.496
C -1.826 -4.321 -2.224
C -0.781 -3.850 -1.444
H 1.842 -6.028 -1.400
H 3.403 -6.110 -0.580
H 3.329 -5.708 -2.301
H 3.480 -1.434 0.597
H 5.581 -3.186 0.474
H 5.433 -4.474 -0.730
H 4.875 -4.742 0.922
H 1.760 -4.264 -3.659
H -0.097 -5.168 -5.018
H -2.398 -5.217 -4.089
H -2.833 -4.307 -1.826
H -0.969 -3.464 -0.448
*
```

- Energy relative to the best compared isomer or geometry (same formula, charge and spin): 84.64 kJ/mol
- LUMO energy (spin up / spin down): -0.1916 / -0.1702 Eh
- M: 857.579 Da
- Energy: -162298.9990 eV
- <S²>: 2.01
- HOMO-LUMO gap (spin up / spin down): 6.539 / 7.123 eV
- Maximum force: 0.058 Eh/bohr

Results of the Mulliken charge analysis, in e, for atoms 1 through 2:
1 V 0.69
2 C -1.31

(2)
A 2-piece molecular cluster, C9H26FN4O5P3 overall, computed with the ωB97M-V functional and the def2-TZVPD basis.

```
! wB97M-V def2-TZVPD RIJCOSX def2/J DEFGRID3
* xyz 0 1
C 5.663 -0.569 0.294
C 4.228 -0.529 0.835
C 3.654 0.904 0.794
C 2.423 1.063 -0.106
N 1.420 0.021 0.165
C 0.021 0.437 0.064
C -0.613 -0.108 -1.237
P 0.487 0.161 -2.745
N -0.567 0.859 -3.909
O 0.629 -1.378 -3.273
N -1.150 -1.504 -1.109
F -0.177 -2.446 -0.920
C -2.165 -1.527 -0.003
C -2.951 -2.818 0.039
C -1.413 -1.230 1.268
N -0.679 0.031 1.281
P -1.531 1.285 2.139
P -2.616 2.539 0.720
O -1.693 3.580 0.190
O -3.296 1.794 -0.560
O -3.773 3.255 1.560
H 6.170 0.358 0.568
H 6.247 -1.383 0.716
H 5.683 -0.595 -0.795
H 3.581 -1.192 0.265
H 4.264 -0.833 1.880
H 4.383 1.625 0.422
H 3.379 1.256 1.792
H 2.039 2.078 0.032
H 2.783 0.941 -1.128
H 1.581 -0.343 1.094
H -0.036 1.528 -0.020
H -1.499 0.493 -1.437
H -0.767 1.809 -3.598
H -1.481 0.406 -3.945
H 1.269 -1.423 -3.992
H -1.622 -1.737 -1.987
H -2.858 -0.709 -0.214
H -2.317 -3.702 0.059
H -3.636 -2.873 -0.808
H -3.565 -2.814 0.937
H -0.691 -2.042 1.422
H -2.119 -1.322 2.096
H -2.694 0.489 2.893
H -2.817 2.163 -1.314
H -3.361 4.065 1.893
O -3.691 -0.354 3.561
H -4.127 0.295 4.124
*
```

- LUMO energy: -0.0212 Eh
- M: 382.250 Da
- Energy: -56533.9850 eV
- HOMO-LUMO gap: 6.113 eV
- Maximum force: 0.035 Eh/bohr

Results of the Mulliken charge analysis, in e, for atoms 1 through 2:
1 C -1.34
2 C -0.13

(3)
C4HNO in the gas phase, computed with the ωB97M-V functional and the def2-TZVPD basis.

```
! wB97M-V def2-TZVPD RIJCOSX def2/J DEFGRID3
* xyz 0 1
C 1.620 -0.472 0.175
C 0.227 -0.200 -0.031
C -0.962 -0.094 -0.021
C -2.127 0.553 -0.145
H 1.913 -0.929 1.263
N -3.000 1.397 -0.370
O 2.330 -0.255 -0.871
*
```

- Energy relative to the best compared isomer or geometry (same formula, charge and spin): 118.35 kJ/mol
- LUMO energy: -0.0618 Eh
- M: 79.058 Da
- Energy: -7697.3430 eV
- HOMO-LUMO gap: 9.384 eV
- SMILES string: N#CC#CC=O
- Maximum force: 0.193 Eh/bohr

Results of the Mulliken charge analysis, in e, for atoms 1 through 2:
1 C -0.22
2 C 0.19